(1)
Density functional theory data (ωB97M-V with the def2-TZVPD basis set) for a 8-piece molecular cluster, C48H50O5S overall in a non-equilibrium geometry.

Results
SMILES: C=C[C@]1(CC=O)COS(=O)(=O)O1.c1ccccc1.c1ccccc1.c1ccccc1.c1ccccc1.c1ccccc1.c1ccccc1.c1ccccc1
Largest force on an atom, hartree/bohr: 0.1739
HOMO, Eh: -0.3174
E_tot, eV: -71648.8911

```
104
Properties=species:S:1:pos:R:3:forces:R:3:lowdin_charge:R:1
C 2.4865 -4.6476 -1.1042 0.029 1.386 -2.492 0.03
C 2.4396 -3.8719 -2.4055 -0.520 -0.531 3.169 -0.07
C 2.5393 -2.2131 -2.2156 1.481 -2.338 -2.270 -0.41
C 1.1425 -1.4757 -2.6547 -1.220 -0.956 1.032 -0.03
C 0.0563 -1.7431 -1.4114 -3.537 -4.246 -0.508 -0.07
O -0.8293 -2.7629 -1.4107 5.923 6.698 -0.249 -0.09
C 3.9383 -1.8663 -3.0114 -0.878 -1.722 0.320 -0.14
O 4.2520 -0.5001 -2.5115 -0.360 -2.272 2.251 -0.23
S 4.1350 -0.7923 -0.8011 5.158 3.211 4.457 0.93
O 5.5101 -1.3438 -0.2747 -5.777 0.615 -2.786 -0.32
O 3.9281 0.5256 0.0182 -0.887 -5.030 -4.046 -0.32
O 2.8275 -1.9380 -0.7716 2.234 2.196 -2.270 -0.21
H 1.5031 -5.0967 -0.6468 2.432 -0.619 -1.616 0.09
H 3.5348 -4.7083 -0.5720 -2.710 1.358 -0.029 0.09
H 2.2993 -4.3603 -3.4610 -1.224 1.341 2.233 0.12
H 1.2137 -0.3078 -2.7558 0.204 -2.306 0.081 0.12
H 0.6569 -2.0011 -3.6068 1.319 1.216 2.043 0.15
H 0.0594 -0.9800 -0.5202 0.014 -1.443 -1.597 0.15
H 4.6404 -2.7523 -2.6289 -0.912 2.438 -0.408 0.15
H 3.9755 -2.0456 -4.1897 -0.535 1.294 2.607 0.18
C 0.3391 4.2106 -3.0513 0.086 -0.098 0.081 -0.09
C 0.2279 4.5521 -1.7038 0.095 -0.124 -0.036 -0.10
C 0.9555 3.8502 -0.7433 -0.014 -0.037 -0.228 -0.09
C 1.8027 2.8120 -1.1318 -0.105 0.067 0.026 -0.09
C 1.9168 2.4729 -2.4797 -0.164 0.103 0.059 -0.10
C 1.1820 3.1688 -3.4393 -0.057 0.055 0.163 -0.09
H -0.2308 4.7556 -3.7993 0.085 -0.073 0.109 0.10
H -0.4271 5.3656 -1.4019 0.106 -0.101 -0.067 0.09
H 0.8635 4.1122 0.3072 0.047 -0.037 -0.120 0.10
H 2.3736 2.2681 -0.3839 -0.094 0.079 -0.173 0.07
H 2.5783 1.6649 -2.7824 0.001 0.136 0.050 0.08
H 1.2669 2.9008 -4.4887 -0.002 0.054 0.120 0.10
C -3.4511 7.0762 1.3875 -0.053 -0.113 -0.117 -0.10
C -4.8276 7.1093 1.1659 0.094 -0.096 -0.085 -0.10
C -5.4056 6.2479 0.2339 0.195 -0.033 0.022 -0.10
C -4.6075 5.3457 -0.4702 0.044 0.134 0.137 -0.10
C -3.2315 5.3101 -0.2459 -0.090 0.088 0.065 -0.10
C -2.6523 6.1780 0.6795 -0.220 0.000 -0.030 -0.10
H -3.0006 7.7500 2.1115 -0.066 -0.099 -0.106 0.10
H -5.4503 7.8075 1.7196 0.099 -0.104 -0.092 0.10
H -6.4772 6.2785 0.0566 0.149 -0.011 0.034 0.10
H -5.0584 4.6710 -1.1931 0.068 0.096 0.102 0.10
H -2.6100 4.6059 -0.7935 -0.104 0.093 0.086 0.09
H -1.5796 6.1538 0.8499 -0.120 -0.001 -0.001 0.09
C 4.5174 2.9417 3.3567 -0.010 0.205 -0.040 -0.09
C 4.1053 3.0981 2.0336 -0.035 0.088 0.057 -0.08
C 4.0061 4.3740 1.4794 0.076 0.022 0.205 -0.09
C 4.3287 5.4940 2.2462 0.005 -0.175 0.071 -0.10
C 4.7444 5.3373 3.5682 -0.046 -0.110 -0.082 -0.10
C 4.8347 4.0619 4.1252 -0.050 -0.004 -0.199 -0.10
H 4.5913 1.9474 3.7892 -0.009 0.138 -0.076 0.10
H 3.8606 2.2249 1.4340 0.084 0.193 0.167 0.06
H 3.6786 4.4959 0.4506 0.061 -0.023 0.121 0.09
H 4.2562 6.4881 1.8130 0.013 -0.133 0.062 0.10
H 4.9973 6.2101 4.1651 -0.043 -0.134 -0.088 0.10
H 5.1532 3.9406 5.1568 -0.033 0.019 -0.135 0.10
C -2.7557 -5.7386 0.3151 -0.145 -0.171 -0.208 -0.10
C -3.5365 -6.8852 0.4588 0.074 0.020 -0.088 -0.11
C -4.1619 -7.4478 -0.6535 0.171 0.078 -0.068 -0.12
C -3.9983 -6.8689 -1.9123 0.066 0.044 0.136 -0.10
C -3.2144 -5.7244 -2.0565 -0.071 -0.126 0.193 -0.09
C -2.5966 -5.1564 -0.9426 -0.028 -0.033 0.030 -0.09
H -2.2713 -5.2984 1.1828 -0.057 -0.047 -0.108 0.10
H -3.6583 -7.3402 1.4386 -0.012 0.067 -0.140 0.10
H -4.7756 -8.3373 -0.5401 0.084 0.111 -0.009 0.10
H -4.4816 -7.3100 -2.7800 0.054 0.054 0.121 0.10
H -3.0857 -5.2743 -3.0378 -0.021 -0.048 0.156 0.10
H -1.9905 -4.2617 -1.0544 -0.311 -0.412 0.072 0.05
C 8.6542 -1.9627 -3.1418 0.091 0.250 0.000 -0.10
C 9.6429 -1.5793 -4.0474 -0.052 0.092 0.066 -0.10
C 10.2085 -0.3071 -3.9664 -0.126 -0.046 0.136 -0.10
C 9.7918 0.5789 -2.9725 -0.078 -0.181 -0.028 -0.10
C 8.8057 0.1941 -2.0646 0.061 -0.074 -0.139 -0.09
C 8.2335 -1.0748 -2.1514 0.081 -0.033 -0.071 -0.09
H 8.2112 -2.9530 -3.2074 0.073 0.111 0.020 0.10
H 9.9725 -2.2723 -4.8175 -0.043 0.108 0.105 0.10
H 10.9741 -0.0063 -4.6763 -0.095 -0.049 0.103 0.10
H 10.2359 1.5686 -2.9061 -0.063 -0.140 -0.011 0.10
H 8.4822 0.8841 -1.2891 0.031 -0.121 -0.117 0.10
H 7.4613 -1.3723 -1.4474 0.152 0.078 -0.114 0.07
C -6.6990 -3.1568 2.1617 -0.058 -0.145 -0.147 -0.09
C -8.0754 -3.1237 1.9402 0.064 -0.074 -0.080 -0.10
C -8.6535 -3.9851 1.0081 0.186 -0.026 0.031 -0.10
C -7.8554 -4.8873 0.3040 0.071 0.172 0.172 -0.09
C -6.4794 -4.9229 0.5283 -0.076 0.073 0.004 -0.08
C -5.9002 -4.0550 1.4537 -0.224 0.035 0.019 -0.08
H -6.2484 -2.4830 2.8857 -0.092 -0.081 -0.103 0.07
H -8.6982 -2.4255 2.4938 0.096 -0.095 -0.087 0.10
H -9.7251 -3.9545 0.8308 0.139 -0.005 0.037 0.10
H -8.3063 -5.5620 -0.4189 0.069 0.093 0.092 0.10
H -5.8579 -5.6271 -0.0193 -0.113 0.189 0.106 0.08
H -4.8275 -4.0792 1.6241 -0.134 -0.022 -0.050 0.09
C -4.2041 1.5580 3.3509 -0.001 -0.108 0.139 -0.09
C -3.8878 2.1699 4.5635 -0.046 -0.146 -0.001 -0.10
C -3.9132 1.4309 5.7459 -0.040 -0.118 -0.169 -0.10
C -4.2456 0.0762 5.7143 0.004 0.116 -0.140 -0.10
C -4.5582 -0.5364 4.5011 0.036 0.176 0.000 -0.10
C -4.5418 0.2048 3.3199 0.056 0.090 0.165 -0.10
H -4.1875 2.1351 2.4301 -0.003 -0.068 0.131 0.10
H -3.6221 3.2238 4.5872 -0.051 -0.158 -0.012 0.10
H -3.6733 1.9095 6.6915 -0.023 -0.069 -0.133 0.10
H -4.2607 -0.5010 6.6350 -0.002 0.081 -0.133 0.10
H -4.8156 -1.5925 4.4764 0.050 0.154 0.028 0.09
H -4.7908 -0.2715 2.3757 0.030 0.052 0.107 0.10
```
Forces are in eV/Å.



(2)
Density functional theory data (ωB97M-V with the def2-TZVPD basis set) for one molecule with the formula BH3S in a non-equilibrium geometry.

Results
SMILES: BS
Largest force on an atom, hartree/bohr: 0.0226
HOMO, Eh: -0.3606
E_tot, eV: -11559.6835
Energy relative to the best compared isomer or geometry (same formula, charge and spin), kJ/mol: 22.9

```
5
Properties=species:S:1:pos:R:3:forces:R:3:lowdin_charge:R:1
B -0.1528 0.3757 -0.4822 0.317 -0.572 0.960 -0.40
S 0.9764 -0.3174 0.8161 -0.387 -0.529 -0.784 0.61
H 0.2744 0.5236 -1.5753 0.190 0.392 0.091 -0.03
H -1.2568 0.6640 -0.1647 -0.155 -0.285 -0.167 -0.03
H 0.1588 -1.2460 1.4062 0.035 0.995 -0.101 -0.15
```
Forces are in eV/Å.



(3)
Density functional theory data (ωB97M-V with the def2-TZVPD basis set) for a 2-piece molecular cluster, C3H2ClN overall in a non-equilibrium geometry.

Results
SMILES: C#CC#N.Cl
Largest force on an atom, hartree/bohr: 0.1325
HOMO, Eh: -0.4015
E_tot, eV: -17152.9954
Energy relative to the best compared isomer or geometry (same formula, charge and spin), kJ/mol: 178.3

```
7
Properties=species:S:1:pos:R:3:forces:R:3:lowdin_charge:R:1
C -2.5652 0.0060 0.1422 -4.973 2.403 0.516 -0.27
C -0.2278 -0.9109 -0.0748 -6.536 1.701 0.893 0.21
C -1.3994 -0.5833 0.0245 5.586 -1.832 -0.365 -0.12
N -3.5840 0.5685 0.2317 1.489 -0.900 -0.121 0.18
Cl 3.2899 0.7468 0.5139 0.154 0.178 -0.325 0.26
H 3.8124 1.3462 -0.5054 -0.172 -0.192 0.320 -0.23
H 0.6742 -1.1733 -0.3320 4.452 -1.357 -0.918 -0.02
```
Forces are in eV/Å.



(4)
Density functional theory data (ωB97M-V with the def2-TZVPD basis set) for a 2-piece molecular cluster, C14H34B2N2O6P overall in a non-equilibrium geometry.

Results
Largest force on an atom, hartree/bohr: 0.0685
Net charge: -1
HOMO, Eh: -0.1161
E_tot, eV: -40978.4926

```
59
Properties=species:S:1:pos:R:3:forces:R:3:lowdin_charge:R:1
C -4.8095 -2.1028 0.9167 0.206 0.367 -0.483 -0.12
C -4.3505 -0.9117 0.0450 0.040 -0.498 0.697 -0.23
C -2.9817 -0.3158 0.4843 -1.230 -0.489 -1.414 -0.29
N -2.0370 -0.4358 -0.6244 0.355 0.459 0.429 0.00
B -0.8341 0.5655 -0.5993 1.228 -0.115 0.068 -0.78
C 0.5164 -0.0024 -1.3736 -1.166 -0.372 -0.591 -0.16
C 0.3063 -0.4564 -2.8165 1.024 0.224 0.805 -0.20
O -0.4481 -1.6877 -2.8950 0.414 0.733 0.165 0.03
C -1.2579 -1.7726 -3.9368 -0.773 1.317 1.112 -0.58
O -1.2746 -2.7447 -4.5951 -0.132 -2.976 -1.880 0.13
C -2.1997 -0.6507 -4.2717 1.003 1.631 -0.628 -0.12
C -1.5872 0.1514 -5.4725 -0.164 -0.207 0.359 -0.08
B -1.3008 2.0929 -1.2150 0.550 0.637 0.413 -0.52
N -0.6529 2.7470 -2.4033 -0.890 -0.357 0.124 0.12
O -2.3570 2.8712 -0.6269 -0.370 -0.925 -0.853 0.03
P -0.2713 0.9299 1.2711 -0.924 0.049 1.071 0.97
C 0.2783 -0.6726 2.0734 0.713 0.326 -0.405 -0.32
C 1.2393 2.0298 1.2639 -0.427 -0.105 0.143 -0.44
C 0.7920 3.5003 1.3946 0.380 -0.395 -0.489 -0.19
H -5.4949 -1.7962 1.6966 -0.208 -0.012 0.215 0.06
H -3.9567 -2.5785 1.3882 0.173 -0.147 0.060 0.06
H -5.2792 -2.8361 0.2717 -0.344 -0.284 0.130 0.05
H -4.3094 -1.2863 -0.9741 0.297 0.132 -0.248 0.09
H -5.1294 -0.1550 0.0691 -0.122 0.246 -0.068 0.09
H -3.1787 0.7120 0.7874 0.372 0.142 0.390 0.09
H -2.6466 -0.9406 1.3034 0.336 0.324 0.451 0.08
H -2.5534 -0.2638 -1.4769 -0.135 -0.184 -0.028 0.04
H 1.2780 0.7730 -1.4459 0.200 0.173 0.134 0.08
H 0.9479 -0.8626 -0.8603 0.167 -0.085 0.233 0.09
H -0.0958 0.3437 -3.4293 -0.420 0.022 0.023 0.09
H 1.2915 -0.6909 -3.2315 0.009 -0.187 -0.319 0.12
H -2.2810 0.0606 -3.4630 -0.313 -0.042 0.394 0.09
H -3.1621 -1.0093 -4.5918 -0.274 -0.470 0.286 0.11
H -0.6194 -0.2606 -5.7228 0.203 -0.087 -0.323 0.07
H -2.2291 0.1109 -6.3442 -0.042 -0.073 -0.204 0.06
H -1.4232 1.1920 -5.2164 -0.051 0.190 0.124 0.06
H -1.3522 3.3769 -2.7943 0.359 0.470 0.015 0.04
H 0.1299 3.3091 -2.0826 0.160 -0.129 -0.213 0.06
H -3.0867 2.8578 -1.2669 -0.004 0.460 0.289 0.08
H 1.1445 -1.1361 1.5962 -0.020 -0.183 -0.140 0.02
H -0.5375 -1.3851 2.0962 -0.243 -0.077 -0.250 0.01
H 0.5561 -0.5022 3.1094 0.048 0.234 0.221 0.01
H 1.8835 1.8992 0.3951 0.126 -0.057 -0.109 0.05
H 1.8225 1.7804 2.1447 0.137 -0.278 0.171 0.05
H -0.2143 3.5598 1.7852 -0.252 0.061 0.134 0.04
H 0.8093 3.9629 0.4123 -0.126 0.294 -0.132 0.05
H 1.4623 4.0551 2.0411 0.159 0.237 0.127 0.05
C 5.5579 -0.0227 2.0805 0.068 0.165 -0.238 -0.04
O 4.5591 -0.7690 2.7733 0.001 -0.070 0.095 0.01
C 4.9586 -1.2853 3.9321 -0.032 0.030 -0.039 -0.62
O 6.0574 -1.1745 4.4198 -0.132 -0.031 -0.038 0.11
O 3.9315 -1.9498 4.4656 0.032 0.021 -0.038 0.01
C 4.2117 -2.5616 5.7216 -0.045 -0.116 0.181 -0.05
H 5.0992 0.3366 1.1635 -0.158 -0.079 0.064 0.10
H 5.8818 0.8307 2.6741 0.073 -0.080 0.060 0.10
H 6.4074 -0.6565 1.8296 0.039 0.020 0.123 0.10
H 4.4819 -1.8118 6.4638 0.113 -0.011 -0.040 0.10
H 5.0072 -3.2990 5.6225 0.078 0.093 0.018 0.09
H 3.3005 -3.0621 6.0378 -0.070 0.064 -0.152 0.09
```
Forces are in eV/Å.